1.
{
  "formula": "C3H6N2O",
  "method": "the ωB97M-V functional and the def2-TZVPD basis",
  "smiles": "C=NN(C)C=O",
  "molar_mass_da": 86.09,
  "e_lumo_ev": 0.902,
  "homo_energy_ev": -9.2523,
  "de_lowest_kj_mol": 242.3,
  "orbital_gap_ev": 10.15,
  "species": ["C", "N", "H", "H", "H", "O", "H", "H", "C", "N", "H", "C"],
  "coordinates": [[-0.25437, -1.37314, -0.11414], [0.18877, -0.10056, 0.20303], [-0.77261, 0.16273, -2.25590], [1.11978, -0.41309, 2.02242], [0.59134, 1.32230, 1.60486], [-0.43707, -1.86509, -1.21015], [-0.07233, 1.89987, -2.39707], [-0.64136, 0.13447, 2.13568], [0.37076, 0.23632, 1.59592], [0.40323, 0.98588, -0.61500], [-0.34845, -1.97623, 0.80727], [-0.14769, 0.98655, -1.77692]]
}

=====

2.
{
  "formula": "C3H6N2O2",
  "method": "the ωB97M-V functional and the def2-TZVPD basis",
  "smiles": "[H]/N=C\\OCC(N)=O",
  "molar_mass_da": 102.09,
  "e_lumo_ev": 0.660,
  "homo_energy_ev": -10.2297,
  "de_lowest_kj_mol": 156.9,
  "orbital_gap_ev": 10.89,
  "species": ["C", "O", "H", "N", "H", "O", "C", "H", "H", "N", "C", "H", "H"],
  "coordinates": [[-0.36975, -1.24273, 1.42407], [-0.95960, -0.02221, 1.37469], [-0.60749, -1.70548, 2.37953], [0.34232, -1.85571, 0.58353], [-1.48677, 0.20207, -0.60639], [1.38714, 1.42611, 0.45437], [0.56276, 0.93728, -0.28655], [1.79940, 0.59069, -1.87322], [0.16232, 0.10282, -2.16681], [0.84194, 0.53677, -1.56278], [-0.88285, 0.69994, 0.16365], [-1.32562, 1.67099, 0.38798], [0.53620, -1.34052, -0.27207]]
}

=====

3.
{
  "formula": "C3H6N2O2",
  "method": "the ωB97M-V functional and the def2-TZVPD basis",
  "molar_mass_da": 102.09,
  "e_lumo_ev": -0.233,
  "homo_energy_ev": -9.7616,
  "de_lowest_kj_mol": 363.6,
  "orbital_gap_ev": 9.53,
  "species": ["H", "C", "H", "O", "C", "N", "H", "O", "H", "H", "H", "N", "C"],
  "coordinates": [[-1.22082, -0.11481, -1.12178], [1.48247, -0.54564, -0.05395], [0.82305, 1.00396, -1.26700], [-2.52960, -0.45915, 0.45005], [-1.62585, 0.31937, -0.19814], [1.47587, 0.24887, -1.15385], [-1.92485, 1.37237, -0.35984], [2.24864, -1.47355, 0.11399], [1.01005, -0.20949, 2.05327], [2.03299, -0.03313, -1.94494], [-1.71972, -0.30791, 1.44155], [-0.62294, 0.30871, 0.97509], [0.57072, -0.10962, 1.06553]]
}

=====

4.
{
  "formula": "C3H6N2O2",
  "method": "the ωB97M-V functional and the def2-TZVPD basis",
  "smiles": "CC(N)=O.N=C=O",
  "molar_mass_da": 102.09,
  "e_lumo_ev": 0.090,
  "homo_energy_ev": -9.9704,
  "de_lowest_kj_mol": 226.4,
  "orbital_gap_ev": 10.06,
  "species": ["O", "N", "H", "O", "C", "H", "C", "C", "N", "H", "H", "H", "H"],
  "coordinates": [[1.79376, 1.35437, -0.64708], [2.81000, -0.67719, -0.28578], [-1.55470, -1.83649, -0.11729], [0.30430, -0.68003, 1.18220], [1.96039, 0.17724, -0.45291], [-1.31912, 1.79496, -0.04069], [-0.37839, -0.09907, 0.34778], [-1.64119, -0.75599, -0.19279], [-0.49495, 1.32263, 0.30125], [-2.48968, -0.45410, 0.42107], [0.25718, 1.90524, 0.63943], [2.57949, -1.58784, 0.06931], [-1.82710, -0.46372, -1.22450]]
}

=====

5.
{
  "formula": "C3H6N2O2",
  "method": "the ωB97M-V functional and the def2-TZVPD basis",
  "smiles": "C/C(=N/N)OC=O",
  "molar_mass_da": 102.09,
  "e_lumo_ev": 0.906,
  "homo_energy_ev": -9.4214,
  "de_lowest_kj_mol": 308.8,
  "orbital_gap_ev": 10.33,
  "species": ["H", "C", "H", "C", "O", "H", "N", "O", "C", "N", "H", "H", "H"],
  "coordinates": [[-0.98540, 0.45544, 1.84472], [-0.59742, -0.30574, -1.85696], [-1.35632, -1.13838, -2.04443], [1.30928, -0.98384, 0.56349], [2.11587, -0.49478, -0.11610], [0.53789, -0.67329, -2.06733], [-0.81960, 1.39209, 1.33389], [-0.07971, -0.81525, 0.43855], [-0.67873, 0.10481, -0.41466], [-1.15437, 1.16274, -0.00321], [-1.63190, 2.03322, 1.66032], [1.57897, -1.58786, 1.46967], [-0.81345, 0.61598, -2.50856]]
}

=====

6.
{
  "formula": "C3H6N2O2",
  "method": "the ωB97M-V functional and the def2-TZVPD basis",
  "smiles": "OC1(O)CC=NN1",
  "molar_mass_da": 102.09,
  "e_lumo_ev": 0.744,
  "homo_energy_ev": -8.7637,
  "de_lowest_kj_mol": 308.8,
  "orbital_gap_ev": 9.51,
  "species": ["H", "C", "O", "O", "H", "N", "N", "H", "H", "C", "H", "C", "H"],
  "coordinates": [[-2.05153, 0.87126, -1.10502], [-0.56528, 0.38465, -0.06284], [-1.45007, 0.42408, 1.01361], [-1.24449, 0.51841, -1.24978], [2.75969, -0.74118, -0.07055], [0.29690, 1.47479, 0.06538], [1.69302, 1.09615, 0.09452], [0.17742, 2.41570, -0.23475], [0.10867, -1.39770, 0.87287], [1.75263, -0.14667, 0.04028], [0.25675, -1.39557, -1.04163], [0.36240, -0.81325, -0.07065], [-1.01490, -0.04881, 1.74554]]
}